ORCA calculation (ωB97M-V/def2-TZVPD) on a molecular structure, C42H58Cl2GeN6O3PRbSSe2.

Results
Lowest unoccupied orbital energy   3.54 eV
HOMO-LUMO gap   5.13 eV
Total energy   -10753.32732 a.u.
Energy above the lowest of the compared OMol25 structures with the same formula, charge and spin   0.000 eV
HOMO energy   -1.6 eV

```
! RIJCOSX wB97M-V def2-TZVPD def2/J DEFGRID3
* xyz -2 1
Rb -0.07 0.70 -0.35
N 2.79 -0.60 -2.84
P 1.40 0.45 -3.12
C 2.83 2.00 -3.22
C 3.11 2.43 -1.91
C 3.96 3.49 -1.63
C 4.56 4.17 -2.68
C 4.32 3.77 -3.98
C 3.47 2.69 -4.24
C 1.33 0.43 -4.96
C 1.72 -0.67 -5.71
C 1.65 -0.65 -7.09
C 1.15 0.46 -7.75
C 0.75 1.57 -7.01
C 0.85 1.55 -5.63
C 3.15 -1.08 -1.61
C 4.37 -1.75 -1.43
C 4.72 -2.18 -0.17
C 3.85 -1.97 0.90
C 2.65 -1.33 0.62
N 2.30 -0.89 -0.59
H 3.59 -0.39 -3.43
H 2.65 1.90 -1.08
H 4.14 3.78 -0.61
H 5.22 5.01 -2.48
H 4.79 4.29 -4.81
H 3.30 2.40 -5.28
H 2.09 -1.55 -5.20
H 1.96 -1.52 -7.66
H 1.07 0.47 -8.83
H 0.36 2.44 -7.51
H 0.58 2.43 -5.06
H 5.02 -1.91 -2.28
H 5.67 -2.68 -0.01
H 4.09 -2.25 1.91
H 1.95 -1.14 1.43
O 3.44 -0.98 4.27
C 3.06 0.03 5.18
C 2.09 1.09 4.62
C 2.15 2.22 5.67
O 1.12 3.19 5.59
C 2.62 1.56 3.25
Se 1.75 3.15 2.43
C 0.65 0.58 4.51
Se 0.32 -1.32 4.02
H 2.60 -1.41 4.04
H 3.98 0.53 5.49
H 2.59 -0.42 6.07
H 3.13 2.71 5.59
H 2.07 1.77 6.67
H 1.15 3.51 4.67
H 2.52 0.74 2.54
H 3.69 1.79 3.34
H 0.15 1.17 3.75
H 0.12 0.75 5.45
Cl 1.03 6.28 -1.27
C 0.67 4.79 -0.36
Cl -0.51 3.79 -1.23
H 0.24 5.07 0.60
H 1.59 4.22 -0.23
C -1.57 -5.87 -0.34
N -0.73 -5.21 0.61
C -0.96 -5.33 2.03
C 0.16 -4.47 2.62
N 1.09 -4.38 1.51
C 0.50 -4.72 0.34
S 1.16 -4.53 -1.18
H -1.50 -6.96 -0.26
H -1.26 -5.57 -1.34
H -2.61 -5.58 -0.18
H -0.90 -6.38 2.35
H -1.95 -4.95 2.29
H 0.64 -4.93 3.48
H -0.20 -3.48 2.91
H 1.79 -3.65 1.49
C -2.97 -1.93 -2.74
Ge -1.58 -1.02 -3.81
C -2.23 0.84 -3.94
C -1.64 -1.79 -5.62
C 0.18 -1.21 -3.01
H -3.97 -1.71 -3.12
H -2.93 -1.60 -1.70
H -2.82 -3.01 -2.75
H -3.28 0.85 -4.23
H -1.66 1.40 -4.68
H -2.14 1.37 -2.99
H -2.67 -1.96 -5.94
H -1.12 -2.75 -5.63
H -1.15 -1.13 -6.33
H 0.64 -2.13 -3.40
H 0.02 -1.39 -1.94
C -5.05 2.41 4.18
N -3.82 1.73 3.81
N -3.81 1.31 2.47
C -2.56 1.61 1.90
O -2.23 1.23 0.79
C -1.85 2.37 2.89
C -2.62 2.43 3.99
C -2.34 3.10 5.29
C -4.58 0.20 2.11
C -4.82 -0.05 0.76
C -5.56 -1.16 0.39
C -6.09 -2.01 1.35
C -5.85 -1.75 2.69
C -5.09 -0.66 3.07
H -5.90 1.75 3.99
H -5.19 3.34 3.61
H -5.02 2.65 5.24
H -0.84 2.74 2.77
H -1.27 3.03 5.50
H -2.89 2.63 6.11
H -2.60 4.16 5.26
H -4.41 0.61 0.01
H -5.72 -1.36 -0.66
H -6.67 -2.88 1.06
H -6.24 -2.42 3.45
H -4.86 -0.49 4.11
*
```

Atom charges from the Löwdin analysis, given in e for atoms 1 to 8: number 1, Rb, carries 0.6342; number 2, N, carries -0.1102; number 3, P, carries 0.8186; number 4, C, carries -0.2713; number 5, C, carries -0.1530; number 6, C, carries -0.1092; number 7, C, carries -0.1282; number 8, C, carries -0.1267



ORCA calculation (ωB97M-V/def2-TZVPD) on a molecular structure, C42H59Cl3N3O4V at a distorted geometry.

Results
Lowest unoccupied orbital energy (alpha / beta)   -0.80 / -0.80 eV
HOMO-LUMO gap (alpha / beta)   6.38 / 6.38 eV
Total energy   -4425.65191 a.u.
Energy above the lowest of the compared OMol25 structures with the same formula, charge and spin   0.604 eV
HOMO energy (alpha / beta)   -7.2 / -7.2 eV

```
! RIJCOSX wB97M-V def2-TZVPD def2/J DEFGRID3
* xyz 0 1
V 0.52 0.48 2.15
C 0.52 -1.59 5.33
N -0.53 -0.81 4.70
C -1.12 0.08 5.69
C -1.52 -1.70 4.11
C -1.15 -2.08 2.67
N -1.05 -0.95 1.72
C -0.87 -1.54 0.36
C 0.31 -1.21 -0.55
C 0.35 -1.97 -1.71
C 1.37 -1.84 -2.64
C 2.43 -1.00 -2.32
C 2.44 -0.19 -1.20
C 1.30 -0.23 -0.35
O 1.07 0.62 0.61
C 3.64 0.68 -0.84
C 3.27 2.17 -0.87
C 4.83 0.46 -1.79
C 4.11 0.32 0.58
C 1.28 -2.63 -3.94
C 1.19 -4.13 -3.62
C 0.00 -2.20 -4.67
C 2.49 -2.40 -4.84
C -2.34 -0.21 1.82
C -2.61 0.61 0.60
C -3.56 0.20 -0.32
C -3.73 0.87 -1.51
C -2.95 2.02 -1.68
C -2.02 2.49 -0.76
C -1.77 1.72 0.42
O -0.87 1.94 1.34
C -1.29 3.80 -1.04
C -1.62 4.79 0.08
C -1.68 4.45 -2.38
C 0.21 3.52 -1.06
C -4.66 0.37 -2.60
C -5.37 -0.92 -2.20
C -3.83 0.07 -3.86
C -5.73 1.43 -2.92
H 0.13 -2.19 6.17
H 1.29 -0.92 5.72
H 0.99 -2.26 4.62
H -1.58 -0.47 6.52
H -1.88 0.70 5.22
H -0.35 0.74 6.08
H -2.49 -1.21 4.13
H -1.61 -2.64 4.69
H -1.94 -2.76 2.32
H -0.20 -2.62 2.68
H -1.76 -1.29 -0.23
H -0.84 -2.63 0.47
H -0.46 -2.66 -1.88
H 3.29 -0.98 -2.97
H 2.71 2.40 -1.78
H 4.17 2.77 -0.87
H 2.67 2.44 -0.01
H 4.57 0.73 -2.81
H 5.17 -0.57 -1.76
H 5.64 1.10 -1.47
H 3.36 0.59 1.33
H 5.02 0.86 0.81
H 4.32 -0.75 0.66
H 0.29 -4.37 -3.06
H 2.05 -4.46 -3.05
H 1.16 -4.70 -4.55
H -0.88 -2.46 -4.10
H -0.07 -2.69 -5.64
H 0.00 -1.12 -4.83
H 3.40 -2.75 -4.36
H 2.60 -1.34 -5.08
H 2.37 -2.95 -5.77
H -2.28 0.44 2.69
H -3.16 -0.93 1.95
H -4.15 -0.67 -0.08
H -3.08 2.56 -2.59
H -2.69 5.02 0.10
H -1.07 5.72 -0.07
H -1.34 4.38 1.04
H -2.74 4.68 -2.42
H -1.43 3.80 -3.22
H -1.13 5.38 -2.49
H 0.53 3.17 -0.08
H 0.76 4.43 -1.31
H 0.43 2.76 -1.81
H -4.64 -1.69 -1.95
H -5.97 -1.30 -3.02
H -6.02 -0.77 -1.34
H -3.09 -0.70 -3.63
H -3.30 0.95 -4.21
H -4.47 -0.30 -4.66
H -6.27 1.70 -2.02
H -6.44 1.04 -3.65
H -5.28 2.33 -3.33
Cl 0.93 3.77 5.59
C 0.24 3.73 3.96
Cl 0.30 5.33 3.25
Cl -1.42 3.14 4.04
C 1.05 2.69 3.15
O 1.80 3.03 2.27
O 0.86 1.52 3.57
N 1.46 -0.79 2.55
C 2.38 -1.74 2.57
C 2.29 -2.89 1.77
C 3.30 -3.83 1.76
C 4.44 -3.66 2.53
C 4.54 -2.53 3.34
C 3.53 -1.60 3.38
H 1.43 -3.02 1.13
H 3.22 -4.70 1.13
H 5.23 -4.39 2.50
H 5.43 -2.39 3.94
H 3.62 -0.70 3.99
*
```

Atom charges from the Löwdin analysis, given in e for atoms 1 to 8: number 1, V, carries 1.0575; number 2, C, carries -0.0852; number 3, N, carries -0.2754; number 4, C, carries -0.1046; number 5, C, carries -0.1883; number 6, C, carries -0.1574; number 7, N, carries -0.1605; number 8, C, carries -0.0771



ORCA calculation (ωB97M-V/def2-TZVPD) on a molecular structure, C42H60NOP2SeSiSn.

Results
Lowest unoccupied orbital energy (alpha / beta)   -0.15 / -0.35 eV
HOMO-LUMO gap (alpha / beta)   5.52 / 6.23 eV
Total energy   -5354.26714 a.u.
HOMO energy (alpha / beta)   -5.7 / -6.6 eV

```
! RIJCOSX wB97M-V def2-TZVPD def2/J DEFGRID3
* xyz 0 2
Sn -2.38 -0.14 1.65
C -0.42 -3.94 2.14
Si -0.38 -2.53 0.82
C 1.43 -2.25 0.29
C 2.03 -3.25 -0.49
C 3.33 -3.13 -0.93
C 4.04 -1.98 -0.64
C 3.46 -0.98 0.11
C 2.17 -1.11 0.62
P 1.26 0.20 1.55
C 2.10 1.85 1.15
C 1.77 2.15 -0.30
C 2.01 3.62 -0.65
C 3.30 4.15 -0.02
C 4.22 3.00 0.36
C 3.58 2.15 1.46
C 1.70 0.05 3.38
C 3.13 -0.27 3.81
C 3.52 -1.74 3.67
C 2.42 -2.68 4.17
C 1.36 -1.93 4.97
C 0.70 -0.88 4.08
C -1.43 -3.31 -0.57
C -1.47 -4.70 -0.68
C -2.43 -5.34 -1.45
C -3.39 -4.59 -2.10
C -3.34 -3.21 -2.05
C -2.35 -2.56 -1.32
P -2.12 -0.75 -1.30
C -3.68 -0.08 -2.09
C -4.03 -0.38 -3.56
C -3.99 0.87 -4.44
C -4.94 1.96 -3.95
C -5.00 2.02 -2.41
C -3.74 1.42 -1.79
C -0.66 -0.64 -2.50
C -0.66 -1.60 -3.69
C 0.68 -1.51 -4.42
C 0.94 -0.08 -4.90
C 0.91 0.88 -3.72
C -0.42 0.79 -2.99
H 0.36 -4.68 1.95
H -1.38 -4.44 2.10
H -0.28 -3.58 3.15
H 1.46 -4.13 -0.74
H 3.78 -3.92 -1.51
H 5.06 -1.86 -1.00
H 4.03 -0.09 0.30
H 1.50 2.53 1.76
H 0.71 1.90 -0.47
H 2.36 1.51 -0.96
H 1.16 4.22 -0.31
H 2.05 3.72 -1.74
H 3.07 4.72 0.89
H 3.81 4.83 -0.70
H 5.18 3.39 0.73
H 4.43 2.40 -0.52
H 3.64 2.69 2.41
H 4.18 1.25 1.58
H 1.51 1.08 3.71
H 3.23 0.02 4.86
H 3.84 0.33 3.25
H 4.44 -1.90 4.24
H 3.75 -1.97 2.63
H 2.85 -3.47 4.79
H 1.94 -3.16 3.32
H 1.82 -1.46 5.84
H 0.61 -2.62 5.33
H 0.00 -0.29 4.69
H 0.10 -1.40 3.33
H -0.75 -5.30 -0.15
H -2.43 -6.42 -1.53
H -4.17 -5.08 -2.67
H -4.09 -2.64 -2.57
H -4.45 -0.55 -1.45
H -5.04 -0.79 -3.61
H -3.36 -1.12 -3.98
H -4.27 0.58 -5.46
H -2.98 1.26 -4.50
H -5.95 1.79 -4.33
H -4.60 2.92 -4.35
H -5.85 1.46 -2.04
H -5.12 3.05 -2.09
H -3.77 1.56 -0.71
H -2.86 1.93 -2.18
H 0.19 -0.92 -1.85
H -1.44 -1.32 -4.40
H -0.83 -2.62 -3.36
H 0.67 -2.19 -5.28
H 1.49 -1.82 -3.76
H 0.17 0.20 -5.62
H 1.91 -0.03 -5.40
H 1.07 1.90 -4.07
H 1.72 0.63 -3.03
H -1.21 1.07 -3.68
H -0.44 1.48 -2.14
Se -4.54 0.87 2.15
O -0.82 1.68 2.39
N -0.94 2.70 3.16
C -1.31 2.54 4.45
C -1.31 3.59 5.33
C -0.95 4.85 4.89
C -0.65 5.02 3.54
C -0.66 3.93 2.70
H -1.58 1.53 4.72
H -1.59 3.41 6.35
H -0.89 5.68 5.57
H -0.39 5.98 3.14
H -0.44 3.99 1.65
*
```

Atom charges from the Löwdin analysis, given in e for atoms 1 to 8: number 1, Sn, carries 0.4775; number 2, C, carries -0.2066; number 3, Si, carries 0.6260; number 4, C, carries -0.3153; number 5, C, carries -0.1017; number 6, C, carries -0.0819; number 7, C, carries -0.0781; number 8, C, carries -0.0981



ORCA calculation (ωB97M-V/def2-TZVPD) on a molecular structure, C42H61BCrN8S3Se at a distorted geometry.

Results
Lowest unoccupied orbital energy (alpha / beta)   -5.97 / -7.18 eV
HOMO-LUMO gap (alpha / beta)   6.88 / 5.88 eV
Total energy   -6740.06196 a.u.
Energy above the lowest of the compared OMol25 structures with the same formula, charge and spin   0.000 eV
HOMO energy (alpha / beta)   -12.8 / -13.1 eV

```
! RIJCOSX wB97M-V def2-TZVPD def2/J DEFGRID3
* xyz 2 5
Cr -0.57 -0.96 0.14
C 4.19 0.03 -1.48
C 2.98 0.90 -1.57
C 2.88 1.94 -2.43
C 1.69 2.72 -2.52
N 0.66 2.46 -1.76
N 0.77 1.44 -0.89
B -0.40 1.28 0.10
N -1.75 1.89 -0.35
N -1.76 3.24 -0.35
C -2.88 3.83 -0.63
C -4.06 3.08 -0.90
C -4.05 1.73 -0.92
C -5.27 0.91 -1.21
C -2.80 1.10 -0.65
S -2.69 -0.62 -0.70
C -2.92 5.36 -0.69
C -3.32 5.78 -2.11
C -3.96 5.87 0.33
C -1.55 5.95 -0.35
N 0.03 1.74 1.51
N 0.67 2.92 1.51
C 1.08 3.38 2.65
C 0.84 2.65 3.85
C 0.19 1.46 3.84
C -0.05 0.64 5.08
C -0.22 0.98 2.57
S -1.01 -0.54 2.36
C 1.82 4.71 2.68
C 1.01 5.70 3.52
C 3.21 4.49 3.31
C 1.99 5.27 1.26
C 1.84 0.62 -0.77
S 1.77 -0.72 0.30
C 1.56 3.93 -3.45
C 2.63 3.90 -4.54
C 0.17 3.95 -4.11
C 1.75 5.19 -2.58
H 4.95 0.34 -2.20
H 4.63 0.06 -0.48
H 3.93 -1.02 -1.68
H 3.72 2.18 -3.07
H -4.99 3.61 -1.08
H -6.13 1.55 -1.38
H -5.12 0.28 -2.09
H -5.49 0.24 -0.37
H -4.32 5.43 -2.38
H -3.33 6.87 -2.17
H -2.61 5.40 -2.85
H -4.97 5.50 0.12
H -3.69 5.57 1.35
H -3.99 6.96 0.29
H -0.80 5.67 -1.10
H -1.63 7.04 -0.33
H -1.20 5.60 0.62
H 1.22 3.04 4.79
H 0.30 1.17 5.97
H -1.11 0.42 5.20
H 0.47 -0.32 5.01
H 0.90 5.37 4.56
H 1.52 6.67 3.54
H 0.01 5.85 3.10
H 3.15 4.13 4.34
H 3.80 3.78 2.73
H 3.75 5.44 3.32
H 1.03 5.41 0.77
H 2.51 6.23 1.32
H 2.59 4.59 0.64
H 2.61 2.97 -5.12
H 2.45 4.72 -5.24
H 3.64 4.03 -4.14
H 0.05 3.10 -4.79
H -0.62 3.91 -3.37
H 0.06 4.87 -4.70
H 2.78 5.27 -2.22
H 1.52 6.09 -3.17
H 1.09 5.17 -1.71
C -3.23 -6.61 2.34
C -1.83 -7.03 2.79
C -1.01 -5.86 3.35
C -0.62 -4.83 2.30
N 0.23 -5.34 1.19
C 0.32 -4.69 0.01
Se -0.82 -3.30 -0.54
N 1.21 -5.29 -0.76
C 1.62 -4.90 -2.13
C 1.09 -5.84 -3.20
C -0.43 -5.88 -3.36
C -1.15 -6.78 -2.35
C 1.76 -6.37 -0.07
C 2.73 -7.29 -0.46
C 3.06 -8.27 0.44
C 2.44 -8.33 1.70
C 1.48 -7.41 2.09
C 1.15 -6.41 1.17
H -3.82 -7.48 2.05
H -3.21 -5.93 1.49
H -3.76 -6.11 3.16
H -1.30 -7.49 1.94
H -1.90 -7.80 3.56
H -0.13 -6.20 3.89
H -1.61 -5.32 4.08
H -0.12 -3.98 2.76
H -1.53 -4.46 1.83
H 2.71 -4.90 -2.15
H 1.28 -3.89 -2.29
H 1.45 -6.86 -3.00
H 1.56 -5.53 -4.14
H -0.65 -6.23 -4.37
H -0.83 -4.86 -3.30
H -0.62 -7.73 -2.23
H -2.16 -7.01 -2.69
H -1.24 -6.32 -1.36
H 3.20 -7.23 -1.44
H 3.81 -9.01 0.18
H 2.71 -9.12 2.39
H 1.02 -7.49 3.06
*
```

Atom charges from the Löwdin analysis, given in e for atoms 1 to 8: number 1, Cr, carries -0.1379; number 2, C, carries -0.0393; number 3, C, carries -0.2253; number 4, C, carries 0.0996; number 5, C, carries -0.1676; number 6, N, carries 0.2064; number 7, N, carries 0.0150; number 8, B, carries -0.5543